C21H15F3N6O4S4Sn as an isolated structure. Source: the Open Molecules 2025 dataset; level of theory: ωB97M-V/def2-TZVPD.

Geometry as ORCA input:
```
! wB97M-V def2-TZVPD RIJCOSX def2/J DEFGRID3
* xyz 0 1
Sn 0.576 0.229 -0.143
S -3.428 1.271 2.122
C -3.983 0.688 0.582
C -5.276 0.379 0.171
C -5.452 -0.081 -1.119
C -4.364 -0.225 -1.989
C -3.083 0.087 -1.584
C -2.892 0.544 -0.281
N -1.679 0.903 0.284
C -1.803 1.288 1.518
C -0.628 1.650 2.314
C -0.761 2.265 3.556
C 0.372 2.580 4.287
C 1.623 2.271 3.772
C 1.745 1.652 2.532
C 0.627 1.333 1.771
H -6.117 0.490 0.842
H -6.446 -0.335 -1.462
H -4.533 -0.587 -2.995
H -2.236 -0.020 -2.250
H -1.743 2.502 3.951
H 0.280 3.059 5.252
H 2.514 2.506 4.342
H 2.735 1.413 2.166
S 0.205 -1.806 -2.987
C -0.358 -3.260 -3.787
C -0.246 -3.578 -5.164
N -0.143 -3.829 -6.281
C -0.909 -3.942 -2.757
S -0.617 -2.865 -1.408
C -1.554 -5.204 -2.706
N -2.081 -6.223 -2.635
N 0.463 4.406 -1.522
C 1.137 3.297 -1.151
N 2.377 3.430 -0.668
O 0.588 2.180 -1.294
H 0.859 5.326 -1.471
H -0.481 4.289 -1.841
H 2.779 4.330 -0.488
H 2.884 2.583 -0.424
C 1.330 -3.513 2.458
C 0.315 -2.525 2.118
N -0.484 -1.750 1.835
H 2.270 -3.213 1.996
H 1.032 -4.492 2.088
H 1.451 -3.560 3.539
F 5.012 -2.241 -1.268
C 4.456 -1.038 -1.398
F 3.449 -1.131 -2.275
F 5.365 -0.197 -1.893
S 3.834 -0.440 0.226
O 2.930 -1.485 0.663
O 5.004 -0.194 1.012
O 3.085 0.780 -0.158
*
```

The highest occupied orbital energy is -8.57 eV. The relative energy (zero: lowest compared OMol25 entry of this formula, charge and spin) comes out at 0.0 kcal/mol. As for the orbital gap: 8.09 eV.